# C28H41BrN2O7W

C28H41BrN2O7W as an isolated structure at a distorted geometry (ωB97M-V with the def2-TZVPD basis set, the OMol25 dataset).

The energy comes out at -4368.28969 Ha. Its total charge is +2. As for the relative energy (zero: lowest compared OMol25 entry of this formula, charge and spin): 174.0 kJ/mol. The calculation puts the HOMO energy (spin up / spin down) at -13.744 / -13.741 eV. Its expectation value of S² is 2.019. Its gap between HOMO and LUMO (spin up / spin down) is 0.25175 / 0.24464 Ha. The value obtained for the strongest force on any atom is 4.08 eV Å⁻¹. Its multiplicity is 3.

CARTESIAN COORDINATES (ANGSTROEM)
W 0.2870 0.3442 -0.5498
C -2.0210 0.8743 2.2004
C -2.8574 1.7636 1.2556
O -2.4294 1.5760 -0.0931
C -3.3803 0.9366 -0.9390
C -2.5833 0.2007 -2.0141
O -1.5840 -0.6097 -1.3947
C -2.0434 -1.8810 -0.9002
C -0.7769 -2.6697 -0.5545
O 0.1276 -1.8510 0.1862
C 0.1365 -2.0244 1.6048
C -1.0425 -1.2892 2.2670
O -1.4305 -0.1874 1.4302
H -2.6713 0.4484 2.9686
H -1.2180 1.4426 2.6825
H -2.7194 2.8159 1.5158
H -3.9204 1.5276 1.3529
H -4.0419 1.6777 -1.4017
H -3.9851 0.2256 -0.3633
H -2.0285 0.9242 -2.6245
H -3.2381 -0.4026 -2.6512
H -2.6149 -2.3982 -1.6793
H -2.6802 -1.7294 -0.0195
H -0.2465 -2.9485 -1.4767
H -1.0128 -3.5804 0.0027
H 1.0904 -1.6023 1.9390
H 0.1252 -3.0902 1.8541
H -0.7297 -0.9229 3.2492
H -1.9099 -1.9517 2.3922
O 0.4106 -0.5706 -2.9217
C 1.7408 -1.1604 -2.8247
C 2.1293 -0.6571 -1.4160
O 2.5550 -1.3055 -0.4650
O 1.9968 0.6480 -1.3758
C 2.7213 -0.5645 -3.8216
C 4.0731 -0.8080 -3.6105
C 5.0115 -0.3609 -4.5227
C 4.6129 0.3396 -5.6492
C 3.2708 0.6034 -5.8504
C 2.3247 0.1493 -4.9448
C 1.6432 -2.6560 -3.0738
C 2.1256 -3.6177 -2.1941
C 2.0497 -4.9606 -2.5326
C 1.5083 -5.3526 -3.7436
C 1.0115 -4.3976 -4.6174
C 1.0810 -3.0565 -4.2869
H 0.1992 -0.4952 -3.8693
H 4.3835 -1.3623 -2.7389
H 6.0553 -0.5658 -4.3558
H 5.3429 0.6697 -6.3701
H 2.9480 1.1568 -6.7177
H 1.2818 0.3604 -5.1559
H 2.5772 -3.3217 -1.2613
H 2.4393 -5.7010 -1.8518
H 1.4810 -6.3953 -4.0163
H 0.5887 -4.6937 -5.5655
H 0.7283 -2.3155 -4.9931
Br 1.3114 1.2314 1.5227
C -0.2334 5.9182 -3.5101
C 0.8683 5.6631 -2.4823
N 0.5229 4.6208 -1.5219
C 0.0861 5.0634 -0.2030
C -1.4145 5.3447 -0.1441
C 0.5590 3.3288 -1.8406
C 1.2326 2.8918 -3.0998
N 0.0089 2.3977 -1.0822
H 0.0885 6.7052 -4.1863
H -1.1537 6.2448 -3.0352
H -0.4549 5.0319 -4.0997
H 1.0369 6.5831 -1.9236
H 1.7992 5.4042 -2.9903
H 0.6321 5.9798 0.0293
H 0.3817 4.3226 0.5487
H -1.6588 6.1993 -0.7664
H -1.7060 5.5812 0.8750
H -1.9914 4.4898 -0.4890
H 2.2946 3.1350 -3.0595
H 0.8099 3.3698 -3.9779
H 1.1329 1.8122 -3.1931
H -0.4937 2.8354 -0.3092

***

# C32H80BBr4O40P8

A 11-piece molecular cluster, C32H80BBr4O40P8 overall at a distorted geometry (ωB97M-V with the def2-TZVPD basis set, the OMol25 dataset).

The energy comes out at -17329.44636 Ha. Its total charge is -2. The calculation puts the HOMO energy (spin up / spin down) at -0.002 / -3.882 eV. Its expectation value of S² is 0.754. Its gap between HOMO and LUMO (spin up / spin down) is 0.11959 / 0.26216 Ha. The value obtained for the strongest force on any atom is 6.52 eV Å⁻¹. Its multiplicity is 2.

CARTESIAN COORDINATES (ANGSTROEM)
O -0.5338 3.1600 -0.3237
C -0.3699 1.9711 -0.0269
O -1.3222 0.9228 0.0575
B -0.7314 -0.4202 0.0179
O 0.6939 -0.1768 0.0596
C 0.9268 1.1545 -0.0030
O 1.9919 1.6491 -0.0068
O -1.1317 -1.0755 -1.3025
C -1.9990 -1.9847 -1.1099
O -2.4323 -2.6657 -2.0099
C -2.2299 -2.1630 0.4915
O -1.3375 -1.3284 1.0247
O -2.8369 -3.0928 1.0685
Br 0.6520 6.5373 -1.7352
C 1.8522 4.9377 -1.5089
C 2.9834 4.9511 -2.4630
Br 4.0042 3.1919 -2.2272
H 1.2907 4.0829 -1.8861
H 2.1279 4.6961 -0.4824
H 3.6761 5.6845 -2.0503
H 2.7789 5.0502 -3.5290
Br -4.3141 0.2101 1.9651
C -2.8893 1.2731 2.8852
C -3.1907 1.4784 4.3791
Br -1.6545 2.5619 5.0912
H -2.9697 2.2620 2.4338
H -1.9605 0.7837 2.5920
H -3.3214 0.6231 5.0420
H -4.0538 2.1395 4.4568
C 1.9001 -8.3696 1.3469
O 2.4459 -7.0074 1.2667
P 1.3640 -5.8240 1.3683
O -0.0698 -6.2116 1.3890
O 1.8848 -5.0361 2.6377
C 1.1244 -3.9679 3.1049
O 1.8292 -4.8513 0.1517
C 1.2364 -3.6328 -0.0348
H 2.4821 -8.8615 0.5675
H 0.8820 -8.4438 0.9649
H 1.9906 -8.9643 2.2560
H 0.5721 -3.4291 2.3351
H 1.7818 -3.1790 3.4703
H 0.4901 -4.2492 3.9455
H 0.9594 -3.3603 -1.0532
H 1.7155 -2.7805 0.4471
H 0.2117 -3.6946 0.3316
C 4.1545 -4.0544 -1.9067
O 4.2071 -3.1262 -0.8524
P 5.7350 -2.4392 -0.6557
O 6.7834 -3.4120 -0.7359
O 5.8488 -1.3513 -1.8822
C 6.8832 -0.3820 -2.0228
O 5.6510 -1.6810 0.8517
C 4.6569 -0.6690 0.9484
H 3.1225 -4.3445 -2.1038
H 4.8284 -4.9108 -1.9330
H 4.3212 -3.4991 -2.8297
H 7.1551 -0.5525 -3.0645
H 7.7393 -0.6234 -1.3929
H 6.6336 0.6639 -1.8439
H 4.1677 -0.3579 0.0253
H 5.2608 0.2255 1.1012
H 3.9227 -0.9498 1.7035
C 1.8107 0.3723 3.4174
O 1.6052 0.6197 4.7962
P 1.1431 -0.5169 5.8605
O 0.8313 -0.0043 7.2444
O -0.1220 -1.2357 5.0940
C -1.1535 -1.7580 5.9812
O 2.2204 -1.6889 5.8572
C 3.4248 -1.4286 6.5622
H 1.7693 -0.6973 3.2115
H 2.8080 0.6341 3.0641
H 1.0429 0.9294 2.8805
H -2.1408 -1.4300 5.6559
H -1.0826 -1.3259 6.9794
H -1.3045 -2.8306 6.1030
H 4.2593 -1.0496 5.9722
H 3.8712 -2.3374 6.9659
H 3.3384 -0.6903 7.3594
C -3.6872 5.0173 -6.7346
O -2.8611 4.0417 -6.1914
P -3.1530 3.3099 -4.8124
O -4.5305 2.7830 -4.4879
O -2.1301 2.0943 -4.7259
C -1.8964 1.5860 -3.3769
O -2.6176 4.3343 -3.7583
C -1.3050 4.8250 -3.6819
H -4.7081 5.1150 -6.3655
H -3.8896 4.7486 -7.7714
H -3.2978 6.0254 -6.8769
H -1.9349 0.5038 -3.2525
H -2.4716 2.0421 -2.5712
H -0.8491 1.7386 -3.1158
H -1.3913 5.9115 -3.6953
H -0.6965 4.5767 -4.5515
H -0.8148 4.4336 -2.7905
C -6.8448 3.7197 1.0405
O -6.6515 3.5212 -0.3244
P -5.9079 4.5801 -1.3418
O -5.8655 3.9052 -2.7059
O -4.5625 4.9701 -0.5926
C -3.4644 4.0689 -0.3890
O -6.9207 5.8494 -1.4727
C -6.7771 6.9265 -0.4782
H -6.4230 2.8540 1.5512
H -7.9230 3.6852 1.1963
H -6.4356 4.6170 1.5047
H -2.7387 4.3827 -1.1394
H -3.7720 3.0294 -0.5032
H -3.0601 4.0591 0.6232
H -7.7505 7.2526 -0.1120
H -6.3563 7.7635 -1.0354
H -6.2577 6.5397 0.3985
C 6.1050 4.7060 5.3745
O 6.7068 4.3064 4.1395
P 5.7970 4.3378 2.8230
O 6.0613 3.1983 1.9198
O 6.0539 5.7802 2.1320
C 5.1851 6.1039 1.0062
O 4.2299 4.3879 3.3701
C 3.1374 4.0205 2.5098
H 5.4956 5.6023 5.2587
H 6.9518 5.0235 5.9830
H 5.5197 3.9498 5.8976
H 5.7088 5.9051 0.0712
H 5.0937 7.1828 1.1314
H 4.2575 5.5354 0.9388
H 2.4893 3.3947 3.1233
H 3.3770 3.3872 1.6557
H 2.5772 4.8841 2.1513
C -4.7099 -10.3281 0.4125
O -5.9189 -9.5512 0.2917
P -5.7196 -8.0694 -0.2417
O -5.5889 -7.9276 -1.7187
O -6.9974 -7.2147 0.3081
C -7.2972 -5.8833 -0.0734
O -4.4366 -7.5541 0.5294
C -3.8232 -6.2573 0.3122
H -4.6322 -10.5625 1.4742
H -3.8604 -9.7843 -0.0008
H -4.8734 -11.1716 -0.2581
H -6.8552 -5.5928 -1.0264
H -6.8076 -5.1006 0.5061
H -8.3557 -5.6242 -0.0496
H -2.8616 -6.3900 -0.1838
H -3.7522 -5.6598 1.2211
H -4.4954 -5.7742 -0.3969
C 1.9157 -0.4976 -2.9666
O 2.3549 -0.9451 -4.2893
P 1.6241 -0.4778 -5.6220
O 2.4323 -0.5416 -6.9168
O 0.2603 -1.3757 -5.5219
C 0.3778 -2.7276 -5.2476
O 1.2226 1.0943 -5.1752
C 2.2230 2.0836 -5.1960
H 2.7288 -0.4741 -2.2411
H 1.2645 -1.2323 -2.4930
H 1.4015 0.4633 -2.9871
H 1.3501 -3.0774 -4.9009
H 0.1869 -2.9704 -6.2930
H -0.4177 -2.9786 -4.5460
H 2.3787 2.4435 -6.2131
H 3.0996 1.6279 -4.7355
H 1.8893 2.8649 -4.5133

***

# C6H12O

One molecule with the formula C6H12O at a distorted geometry (ωB97M-V with the def2-TZVPD basis set, the OMol25 dataset).

The energy comes out at -310.96100 Ha. As for the relative energy (zero: lowest compared OMol25 entry of this formula, charge and spin): 258.0 kJ/mol. The calculation puts the HOMO energy at -9.890 eV. Its gap between HOMO and LUMO is 0.40357 Ha. The value obtained for the strongest force on any atom is 3.65 eV Å⁻¹.

CARTESIAN COORDINATES (ANGSTROEM)
C -1.9799 -1.0420 -0.5341
C -0.8981 0.0158 -0.2804
C -1.3953 1.1200 0.6507
C 0.3055 -0.6728 0.3034
O 1.1001 -1.4235 -0.6334
C 1.7153 -0.4107 0.0914
C 2.4787 0.7907 -0.3875
H -2.8669 -0.5944 -0.9952
H -1.6104 -1.8334 -1.1950
H -2.2945 -1.5094 0.4087
H -0.6024 0.4534 -1.2421
H -1.6661 0.7131 1.6334
H -2.2856 1.6044 0.2360
H -0.6275 1.8870 0.8017
H 0.1521 -1.1660 1.2664
H 2.3418 -0.8711 0.9717
H 3.1257 0.6684 -1.2666
H 3.0094 0.4853 0.5435
H 1.9980 1.7851 -0.3727

***

# C27H58CrN3O5SSi4

C27H58CrN3O5SSi4 as an isolated structure at a distorted geometry (ωB97M-V with the def2-TZVPD basis set, the OMol25 dataset).

The energy comes out at -4204.61595 Ha. Its total charge is +1. As for the relative energy (zero: lowest compared OMol25 entry of this formula, charge and spin): 78.6 kJ/mol. The calculation puts the HOMO energy (spin up / spin down) at -8.998 / -9.041 eV. Its expectation value of S² is 6.043. Its gap between HOMO and LUMO (spin up / spin down) is 0.25382 / 0.24817 Ha. The value obtained for the strongest force on any atom is 2.26 eV Å⁻¹. Its multiplicity is 5.

CARTESIAN COORDINATES (ANGSTROEM)
Cr -0.2522 0.2622 -0.3000
C -0.0770 0.1717 5.1886
N -0.6916 -0.0464 3.8868
C -2.1460 -0.0147 3.8146
C 0.0310 -0.3162 2.7904
O -0.4831 -0.6458 1.7196
C 1.5396 -0.1800 2.9406
O 2.1814 -0.1420 1.6874
C 2.8177 -1.3132 1.2474
C 2.1549 -1.8450 -0.0190
O 1.1283 -1.3328 -0.4726
N 2.7433 -2.8888 -0.6152
C 3.8887 -3.5926 -0.0585
C 2.0914 -3.5512 -1.7391
H -0.8613 0.1933 5.9396
H 0.4621 1.1209 5.2361
H 0.6114 -0.6341 5.4466
H -2.5819 -0.8618 4.3466
H -2.4515 -0.0597 2.7739
H -2.5152 0.9084 4.2644
H 1.9221 -1.0041 3.5517
H 1.7708 0.7580 3.4437
H 2.8093 -2.0939 2.0145
H 3.8571 -1.0590 1.0299
H 4.5470 -2.9263 0.4928
H 4.4538 -4.0307 -0.8790
H 3.5671 -4.4028 0.6014
H 1.1606 -3.0427 -1.9626
H 1.8800 -4.5895 -1.4798
H 2.7469 -3.5441 -2.6126
O 0.3812 2.0549 1.3433
C -0.7698 2.8917 1.2195
C -1.1540 3.0388 -0.2258
C -1.4208 4.2761 -0.7779
C -1.7284 4.3741 -2.1262
C -1.7557 3.2007 -2.8635
C -1.4826 2.0025 -2.2409
N -1.1611 1.8920 -0.9411
H 1.0730 2.3972 0.7575
H -0.5951 3.8699 1.6725
H -1.5608 2.3884 1.7796
H -1.3834 5.1535 -0.1459
H -1.9368 5.3271 -2.5920
H -1.9976 3.2108 -3.9173
H -1.5153 1.0768 -2.7982
C -3.4451 -4.5273 -0.8128
Si -2.2748 -3.2878 0.0214
C -2.9176 -3.0294 1.7903
C -0.6116 -4.1934 0.2355
Si -2.0702 -1.2020 -1.1069
Si -4.2413 -0.2329 -0.8524
C -5.6186 -1.5312 -0.7261
C -4.3322 0.8007 0.7455
C -4.7577 0.9416 -2.2557
Si -2.0711 -1.8074 -3.4245
C -3.7545 -2.5458 -3.8902
C -0.7681 -3.1320 -3.8438
C -1.7895 -0.4395 -4.7251
H -3.7172 -5.3296 -0.1225
H -2.9913 -4.9866 -1.6941
H -4.3687 -4.0397 -1.1308
H -3.0986 -3.9789 2.2994
H -3.8521 -2.4621 1.8005
H -2.1769 -2.4728 2.3650
H -0.6858 -4.9878 0.9822
H 0.1592 -3.4924 0.5676
H -0.2786 -4.6517 -0.6984
H -5.4703 -2.1985 0.1259
H -5.6567 -2.1487 -1.6262
H -6.5976 -1.0588 -0.6099
H -4.4360 0.1632 1.6269
H -5.1794 1.4908 0.7390
H -3.4235 1.3953 0.8641
H -4.5674 0.5033 -3.2389
H -4.2163 1.8866 -2.2026
H -5.8241 1.1714 -2.2005
H -3.9763 -3.4435 -3.3105
H -3.7825 -2.8200 -4.9486
H -4.5629 -1.8319 -3.7153
H -0.7382 -3.9167 -3.0828
H 0.2330 -2.7014 -3.9308
H -1.0017 -3.6109 -4.7976
H -2.5883 0.3071 -4.6932
H -1.7939 -0.8738 -5.7271
H -0.8344 0.0808 -4.6016
O 1.4618 1.4535 -1.3083
S 2.8896 1.0073 -1.4815
C 2.9665 0.1847 -3.1145
C 4.2530 0.6809 -3.7477
C 4.2291 2.1986 -3.5625
C 3.8412 2.4607 -2.1085
H 2.0784 0.5142 -3.6560
H 2.9284 -0.8924 -2.9675
H 4.3192 0.4053 -4.7997
H 5.1172 0.2494 -3.2345
H 3.4834 2.6291 -4.2324
H 5.1905 2.6511 -3.8013
H 3.1952 3.3273 -1.9766
H 4.7114 2.5618 -1.4606

***

# C30H40BN4O2

A 2-piece molecular cluster, C30H40BN4O2 overall at a distorted geometry (ωB97M-V with the def2-TZVPD basis set, the OMol25 dataset).

The energy comes out at -1561.18628 Ha. Its total charge is +1. The calculation puts the HOMO energy at -9.485 eV. Its gap between HOMO and LUMO is 0.18709 Ha. The value obtained for the strongest force on any atom is 2.30 eV Å⁻¹.

CARTESIAN COORDINATES (ANGSTROEM)
C 0.7762 -16.3898 6.1612
N 1.0802 -15.7517 4.8984
C 0.4645 -16.3665 3.7444
C 1.9131 -14.6423 4.8003
C 3.2893 -14.8156 4.4893
C 4.1067 -13.7249 4.3924
N 3.5854 -12.4863 4.5970
B 4.4831 -11.3561 4.4777
H 2.6158 -8.9473 4.7791
C 2.2648 -12.2516 4.8643
C 1.4133 -13.3208 4.9864
H 1.3183 -15.9180 6.9877
H -0.3002 -16.3519 6.3712
H 1.0418 -17.4532 6.1204
H 0.7611 -15.8607 2.8223
H 0.7399 -17.4236 3.6811
H -0.6278 -16.3428 3.8283
H 3.7383 -15.7933 4.3330
H 5.1751 -13.7657 4.1543
H 4.7876 -10.8760 5.5262
H 4.5046 -10.8996 3.3735
H 1.9500 -11.1967 4.9638
H 0.3619 -13.1344 5.2121
C -1.7807 -10.8869 9.3787
O -1.1109 -9.5982 9.3266
C -0.5630 -9.1889 8.1554
C 0.2580 -8.0297 8.2293
C 0.9963 -7.6951 7.1174
C 0.9209 -8.4466 5.9340
C 1.8559 -8.1676 4.7633
C 1.2625 -8.2412 3.4034
C 1.7373 -7.5058 2.3605
N 0.9677 -7.0777 1.3273
C 1.5557 -6.4849 0.1397
C 2.4180 -5.2465 0.4314
C 2.9787 -4.6176 -0.8217
C 2.6695 -3.2922 -1.1391
C 3.1028 -2.7377 -2.3457
C 3.9335 -3.4741 -3.2019
C 4.2877 -4.7859 -2.8557
C 3.8411 -5.3424 -1.6510
C 0.3146 -6.1561 -0.7030
O 0.3125 -5.7075 -1.8462
N -0.7865 -6.4939 0.0289
C -2.1064 -6.2284 -0.4830
C -0.5231 -7.1095 1.3241
C -1.0985 -8.5296 1.3633
C -1.0917 -6.2806 2.4856
C 0.0529 -9.5429 5.8514
C -0.7213 -9.9188 6.9469
H -2.1400 -10.9575 10.4093
H -2.6338 -10.9309 8.6810
H -1.0881 -11.7188 9.1605
H 0.3081 -7.4619 9.1569
H 1.6145 -6.8004 7.1223
H 2.3225 -7.1645 4.9215
H 0.5534 -9.0454 3.1842
H 2.7656 -7.1274 2.3747
H 2.1566 -7.2613 -0.3774
H 1.7936 -4.5143 0.9764
H 3.2485 -5.5773 1.0750
H 2.0405 -2.7139 -0.4585
H 2.8161 -1.7198 -2.6175
H 4.2701 -3.0525 -4.1525
H 4.9326 -5.3747 -3.5110
H 4.1265 -6.3571 -1.3609
H -2.0201 -5.7461 -1.4572
H -2.6704 -7.1563 -0.5895
H -2.6485 -5.5687 0.1971
H -0.5431 -9.1743 0.6674
H -1.0439 -8.9373 2.3758
H -2.1625 -8.5111 1.0878
H -0.6756 -5.2654 2.4530
H -2.1831 -6.1984 2.3960
H -0.8258 -6.7480 3.4430
H -0.0559 -10.1114 4.9225
H -1.3924 -10.7920 6.8921

***

Which value of energy does entry 4 give? -4204.61595 Ha

***

The highest strongest force on any atom belongs to which entry? C32H80BBr4O40P8